(1)
This record from the Open Molecules 2025 dataset describes C14H29NO7P2PtSi2 as an isolated structure. The level of theory is ωB97M-V with the def2-TZVPD basis set.

XYZ file:
```
56
C14H29NO7P2PtSi2, DFT ωB97M-V with the def2-TZVPD basis set
Pt -0.186 0.936 0.401
C 3.354 0.273 -0.371
Si 1.984 0.900 -1.437
C 1.194 2.480 -0.617
C 2.462 1.389 -3.153
C 0.445 -0.185 -1.341
C -0.713 0.368 -2.097
C -1.215 0.241 -3.379
C -2.381 0.937 -3.668
C -3.015 1.720 -2.704
C -2.469 1.813 -1.442
N -1.337 1.141 -1.200
Si 0.543 -2.119 -1.336
C 1.396 -2.442 -2.966
C 1.586 -2.698 0.088
C -1.177 -2.815 -1.319
H 4.115 1.050 -0.264
H 3.843 -0.589 -0.831
H 3.016 -0.011 0.626
H 2.071 2.980 -0.193
H 0.544 2.733 0.272
H 0.721 3.075 -1.397
H 3.292 2.097 -3.123
H 1.640 1.844 -3.707
H 2.802 0.510 -3.706
H -0.721 -0.375 -4.117
H -2.809 0.869 -4.660
H -3.924 2.258 -2.932
H -2.890 2.397 -0.636
H 2.415 -2.049 -2.994
H 0.851 -2.045 -3.824
H 1.466 -3.524 -3.105
H 2.641 -2.466 -0.049
H 1.497 -3.783 0.172
H 1.258 -2.275 1.035
H -1.751 -2.496 -2.192
H -1.736 -2.530 -0.427
H -1.131 -3.906 -1.353
C -1.263 0.219 5.143
C -1.406 0.574 3.667
O -2.629 1.214 3.354
P -1.366 -0.914 2.605
O -0.197 -1.880 3.014
O -2.660 -1.704 2.947
O -1.362 -0.532 1.118
P -0.058 1.657 3.008
O 0.673 2.170 4.286
O -0.611 2.655 2.031
O 0.865 0.691 2.173
H -2.059 -0.467 5.436
H -1.337 1.130 5.733
H -0.306 -0.253 5.364
H -3.291 0.980 4.018
H 0.690 -1.496 2.914
H -2.643 -2.672 2.923
H 1.279 2.923 4.210
```

The charge is +2. For the strongest force on any atom, the calculation gives 0.66 eV/Å. The orbital gap comes out at 8.22 eV. As for the spin multiplicity: 1. As for the total energy: -2513.0005 hartree. For the HOMO energy, the calculation gives -15.6621 eV.

(2)
This record from the Open Molecules 2025 dataset describes C50H35BCo2F3O7PS as an isolated structure in a non-equilibrium geometry. The level of theory is ωB97M-V with the def2-TZVPD basis set.

XYZ file:
```
100
C50H35BCo2F3O7PS, DFT ωB97M-V with the def2-TZVPD basis set
O -0.051 -3.824 -0.276
C -0.788 -2.946 -0.502
Co -1.723 -1.504 -1.030
C -2.841 -1.400 0.336
O -3.519 -1.433 1.277
C -0.253 -0.615 -0.803
O 0.779 -0.127 -0.583
C -1.918 -1.382 -2.811
C -2.893 -2.202 -2.219
C -3.567 -3.408 -2.233
C -5.018 -3.521 -2.057
C -5.857 -4.543 -2.623
C -7.207 -4.662 -2.271
C -7.821 -3.793 -1.340
C -7.043 -2.717 -0.897
C -5.696 -2.574 -1.262
Co -3.095 -0.025 -2.450
C -4.207 0.611 -1.257
O -4.995 1.167 -0.598
C -3.925 0.419 -3.933
O -4.599 0.774 -4.802
P -1.951 1.976 -2.380
C -1.191 2.540 -0.787
C -0.264 3.598 -0.721
C 0.304 3.971 0.503
C -0.024 3.282 1.673
C -0.967 2.258 1.625
C -1.598 1.944 0.416
C -0.611 1.654 -3.556
C 0.712 1.551 -3.119
C 1.732 1.282 -4.026
C 1.427 0.876 -5.321
C 0.116 0.998 -5.790
C -0.894 1.417 -4.918
C -2.625 3.564 -2.980
C -1.979 4.413 -3.893
C -2.438 5.720 -4.110
C -3.586 6.170 -3.460
C -4.279 5.319 -2.594
C -3.812 4.022 -2.383
H -1.336 -1.390 -3.710
H -3.013 -4.295 -2.491
H -5.385 -5.263 -3.312
H -7.788 -5.480 -2.702
H -8.834 -3.975 -0.951
H -7.457 -1.983 -0.207
H -5.073 -1.741 -0.882
H 0.020 4.130 -1.628
H 1.014 4.796 0.546
H 0.448 3.539 2.620
H -1.227 1.698 2.526
H -2.424 1.224 0.408
H 0.945 1.680 -2.068
H 2.767 1.381 -3.708
H 2.210 0.482 -5.962
H -0.128 0.768 -6.835
H -1.920 1.522 -5.289
H -1.120 4.062 -4.454
H -1.895 6.388 -4.785
H -3.953 7.183 -3.624
H -5.182 5.660 -2.080
H -4.381 3.352 -1.746
C 7.807 -0.616 5.866
C 6.775 -1.203 4.996
C 6.598 -2.474 4.515
C 5.323 -2.657 3.845
C 4.591 -1.489 3.802
B 3.035 -1.155 3.454
C 3.437 -1.018 1.868
C 3.727 0.227 1.334
C 4.171 0.324 0.018
C 4.200 -0.828 -0.761
C 4.378 -0.717 -2.253
F 5.183 -1.661 -2.807
F 3.161 -0.865 -2.900
F 4.863 0.499 -2.655
C 3.953 -2.092 -0.221
C 3.554 -2.172 1.110
O 2.263 -2.277 4.046
C 1.987 -1.780 5.279
C 2.207 -0.367 5.354
C 1.844 0.347 6.501
C 1.171 -0.328 7.537
C 0.999 -1.719 7.481
C 1.483 -2.465 6.387
O 2.695 0.115 4.189
S 5.493 -0.158 4.392
H 8.532 -1.361 6.196
H 8.328 0.144 5.273
H 7.361 -0.109 6.737
H 7.347 -3.261 4.614
H 5.011 -3.582 3.380
H 3.643 1.125 1.940
H 4.501 1.277 -0.381
H 4.086 -2.990 -0.813
H 3.366 -3.143 1.565
H 2.074 1.412 6.534
H 0.782 0.225 8.407
H 0.489 -2.239 8.305
H 1.457 -3.556 6.353
```

For the strongest force on any atom, the calculation gives 5.49 eV/Å. The orbital gap comes out at 2.40 eV. As for the spin multiplicity: 1. As for the total energy: -6282.4089 hartree. For the HOMO energy, the calculation gives -5.7886 eV.

(3)
This record from the Open Molecules 2025 dataset describes C25H23Cl5N6NaO2PSe2 as an isolated structure in a non-equilibrium geometry. The level of theory is ωB97M-V with the def2-TZVPD basis set.

XYZ file:
```
65
C25H23Cl5N6NaO2PSe2, DFT ωB97M-V with the def2-TZVPD basis set
Na -1.221 0.393 1.265
N 1.318 -0.931 1.764
N 2.025 -0.176 2.696
C 1.390 0.831 3.312
N 2.015 1.474 4.319
N 0.179 1.062 2.851
N -0.618 2.023 3.319
O -0.299 2.818 4.211
O -1.717 2.027 2.762
H 0.833 -1.702 2.220
H 1.903 -1.152 0.967
H 2.795 -0.606 3.188
H 3.017 1.415 4.352
H 1.561 2.320 4.629
Se 3.744 -0.289 -0.817
P 2.245 1.088 -1.551
Se 1.134 2.332 -0.196
C 3.098 2.228 -2.736
C 2.355 3.068 -3.565
C 2.981 3.957 -4.424
C 4.368 4.037 -4.459
C 5.116 3.214 -3.631
C 4.485 2.314 -2.780
C 1.037 0.192 -2.597
C 1.263 -1.127 -2.970
C 0.305 -1.828 -3.691
C -0.881 -1.214 -4.054
C -1.112 0.105 -3.688
C -0.167 0.799 -2.953
H 1.274 3.035 -3.535
H 2.382 4.596 -5.063
H 4.859 4.737 -5.126
H 6.199 3.265 -3.644
H 5.063 1.657 -2.141
H 2.184 -1.608 -2.663
H 0.470 -2.873 -3.923
H -1.648 -1.776 -4.571
H -2.060 0.574 -3.921
H -0.400 1.784 -2.569
Cl 1.560 -2.820 4.818
C -0.239 -2.729 4.850
C -0.877 -2.071 3.834
C -2.252 -2.033 3.952
Cl -3.211 -1.180 2.722
C -2.961 -2.620 4.997
Cl -4.693 -2.536 5.105
C -2.253 -3.291 5.996
Cl -3.093 -4.041 7.315
C -0.863 -3.349 5.929
Cl 0.021 -4.182 7.175
C -1.297 -2.691 -0.559
C -2.322 -1.701 -1.026
C -3.467 -1.926 -1.776
C -4.100 -0.660 -1.909
C -3.288 0.240 -1.231
C -3.472 1.722 -1.085
N -2.201 -0.386 -0.696
H -1.557 -3.702 -0.882
H -1.221 -2.706 0.535
H -0.300 -2.455 -0.948
H -3.808 -2.881 -2.157
H -5.024 -0.431 -2.425
H -4.528 1.996 -1.152
H -2.930 2.290 -1.852
H -3.102 2.082 -0.120
```

The charge is -2. For the strongest force on any atom, the calculation gives 1.14 eV/Å. The orbital gap comes out at 5.18 eV. As for the spin multiplicity: 1. As for the total energy: -9053.0121 hartree. For the HOMO energy, the calculation gives -1.3970 eV.

(4)
This record from the Open Molecules 2025 dataset describes an isolated ion of composition C4H8N2P and charge +1 in a non-equilibrium geometry. The level of theory is ωB97M-V with the def2-TZVPD basis set.

XYZ file:
```
15
C4H8N2P, DFT ωB97M-V with the def2-TZVPD basis set
C -1.718 -1.108 -1.036
C -0.631 -0.360 -0.145
N 0.000 0.706 -0.494
C 0.869 1.081 0.489
P 2.123 2.393 0.392
C 0.544 0.304 1.578
N -0.393 -0.599 1.144
H -1.912 -2.000 -0.287
H -2.543 -0.411 -1.155
H -1.154 -1.468 -1.876
H -0.174 1.027 -1.494
H 1.617 3.314 1.345
H 1.570 3.008 -0.861
H 0.805 0.353 2.638
H -0.906 -1.192 1.714
```

The charge is +1. As for the structure (SMILES): Cc1[nH]c(P)c[nH+]1. For the strongest force on any atom, the calculation gives 5.05 eV/Å. The orbital gap comes out at 9.90 eV. As for the spin multiplicity: 1. As for the total energy: -607.8111 hartree. For the HOMO energy, the calculation gives -13.0662 eV.

(5)
This record from the Open Molecules 2025 dataset describes one molecule with the formula C6H10O. The level of theory is ωB97M-V with the def2-TZVPD basis set.

XYZ file:
```
17
C6H10O, DFT ωB97M-V with the def2-TZVPD basis set
C 0.620 0.848 0.586
C -1.705 1.722 0.659
O -0.656 0.699 -0.074
C -1.075 -0.670 -0.245
C 0.057 -1.579 -0.631
C 1.327 -1.188 -0.647
C 1.710 0.213 -0.256
H 0.541 0.383 1.577
H 0.713 1.924 0.705
H -2.061 1.023 1.449
H -2.496 1.691 -0.112
H -1.554 -0.998 0.688
H -1.841 -0.633 -1.024
H -0.225 -2.595 -0.900
H 2.112 -1.878 -0.947
H 1.892 0.819 -1.153
H 2.641 0.219 0.324
```

For the strongest force on any atom, the calculation gives 0.48 eV/Å. The orbital gap comes out at 8.09 eV. As for the spin multiplicity: 1. As for the total energy: -309.6829 hartree. For the HOMO energy, the calculation gives -7.2786 eV.

Q: The lowest orbital gap belongs to which entry?
A: C50H35BCo2F3O7PS

Q: Look up the orbital gap of the third one.
A: 5.18 eV

Q: The highest orbital gap belongs to which entry?
A: C4H8N2P